# 1
{"formula": "C9H11NO3", "method": "ωB97M-V with the def2-TZVPD basis set", "elements": ["C", "C", "C", "C", "C", "C", "C", "C", "C", "H", "H", "H", "H", "H", "H", "H", "H", "H", "H", "H", "N", "O", "O", "O"], "positions_angstrom": [[-2.84, -0.19, 0.62], [-1.97, 0.32, -0.55], [-0.53, 2.07, 0.04], [0.29, 0.80, -0.04], [-0.60, -0.23, -0.39], [-0.14, -1.52, -0.52], [1.22, -1.82, -0.32], [2.10, -0.77, -0.07], [1.62, 0.52, 0.11], [-2.12, -2.08, 0.90], [-3.73, -1.92, 1.00], [-2.47, 0.18, 1.58], [-3.91, 0.14, 0.48], [-2.49, 0.01, -1.48], [-0.68, 2.42, 1.11], [-0.11, 2.96, -0.44], [-0.79, -2.32, -0.82], [1.63, -2.81, -0.40], [3.88, -0.16, 0.25], [2.10, 2.31, 0.57], [-2.92, -1.63, 0.51], [-1.77, 1.75, -0.55], [3.43, -0.99, 0.18], [2.63, 1.44, 0.41]], "charge": 0, "orbital_gap_ha": 0.3242, "smiles": "NC[C@H]1OCc2c1ccc(O)c2O", "energy_ev": -17143.261}


# 2
{"formula": "C9H11NO4", "method": "ωB97M-V with the def2-TZVPD basis set", "elements": ["C", "C", "C", "C", "C", "C", "C", "C", "C", "H", "H", "H", "H", "H", "H", "H", "H", "H", "H", "H", "N", "O", "O", "O", "O"], "positions_angstrom": [[-1.02, 2.97, -1.46], [0.84, 1.62, -1.25], [1.62, -0.55, 1.08], [0.59, -1.30, 0.35], [0.23, -2.65, 0.34], [-0.92, -3.00, -0.40], [-1.65, -2.01, -1.08], [-1.31, -0.67, -1.01], [-0.14, -0.38, -0.30], [0.43, 0.36, 4.18], [1.58, -0.42, 3.88], [-1.67, 3.48, -2.20], [-1.68, 2.58, -0.60], [-0.36, 3.65, -0.95], [1.49, 2.51, -0.90], [1.52, 1.00, -1.86], [0.85, -3.42, 0.82], [-1.27, -4.04, -0.53], [-2.57, -2.35, -1.60], [-1.75, 0.12, -1.63], [0.36, 0.97, -0.15], [0.98, -0.25, 4.64], [-0.16, 1.96, -2.09], [1.57, 0.73, 0.78], [2.43, -0.91, 1.95]], "charge": 0, "orbital_gap_ha": 0.3525, "smiles": "COCn1oc(=O)c2ccccc21.O", "energy_ev": -19189.013}


# 3
{"formula": "C9H11NOS", "method": "ωB97M-V with the def2-TZVPD basis set", "elements": ["C", "C", "C", "C", "C", "C", "C", "C", "C", "N", "O", "S", "H", "H", "H", "H", "H", "H", "H", "H", "H", "H", "H"], "positions_angstrom": [[-0.44, 0.33, -2.10], [-1.17, 0.93, -3.04], [-0.45, 0.87, -0.82], [-1.20, 2.08, -0.68], [0.16, 0.85, 1.66], [-0.86, 2.90, 0.45], [-0.12, -0.04, 0.29], [-1.44, -0.96, 0.34], [1.20, -0.70, 0.13], [-0.27, 2.41, 1.51], [0.25, 3.27, 2.25], [-1.59, 2.62, -2.28], [-0.15, -0.70, -2.11], [-1.59, 0.65, -3.97], [1.17, 0.78, 2.00], [-0.58, 0.41, 2.32], [-1.29, 3.94, 0.63], [-2.28, -0.39, 0.20], [-1.43, -1.56, 1.25], [-1.43, -1.64, -0.50], [1.25, -1.46, -0.65], [1.47, -1.13, 1.02], [2.06, -0.09, 0.02]], "charge": 0, "orbital_gap_ha": [0.2677, 0.2678], "energy_ev": -23879.367}


# 4
{"formula": "C9H11O3", "method": "ωB97M-V with the def2-TZVPD basis set", "elements": ["C", "C", "O", "O", "H", "H", "H", "C", "C", "C", "C", "C", "C", "C", "O", "H", "H", "H", "H", "H", "H", "H", "H"], "positions_angstrom": [[0.77, -2.56, -0.38], [1.82, -2.91, 0.80], [2.70, -2.00, 0.93], [1.50, -3.80, 1.60], [1.34, -2.20, -1.29], [0.23, -1.69, -0.02], [0.25, -3.46, -0.23], [0.95, 2.88, -2.02], [-0.80, 0.98, -1.68], [-0.13, 2.19, -1.20], [-1.60, 0.31, -0.83], [-1.79, 0.87, 0.46], [-0.25, 2.57, 0.18], [-0.90, 1.83, 1.09], [-2.71, 0.31, 1.11], [-0.46, 0.57, -2.66], [-2.05, -0.57, -1.26], [1.68, 3.29, -1.33], [0.70, 3.78, -2.54], [0.06, 3.65, 0.54], [-2.54, -0.43, 1.64], [-1.01, 1.85, 2.10], [1.50, 2.22, -2.72]], "charge": -1, "orbital_gap_ha": 0.2446, "energy_ev": -15652.677}


# 5
{"formula": "C9H11O3", "method": "ωB97M-V with the def2-TZVPD basis set", "elements": ["C", "C", "O", "O", "H", "H", "H", "C", "C", "C", "C", "C", "C", "C", "O", "H", "H", "H", "H", "H", "H", "H", "H"], "positions_angstrom": [[0.37, -2.38, -0.03], [1.09, -3.23, 1.00], [2.26, -3.36, 0.51], [0.53, -3.78, 2.01], [0.98, -2.20, -1.01], [0.17, -1.30, 0.25], [-0.58, -2.94, -0.29], [0.49, 1.77, -2.40], [-1.39, 1.24, -0.73], [0.05, 1.36, -0.98], [-1.84, 0.82, 0.50], [-0.94, 0.78, 1.50], [1.01, 1.45, 0.09], [0.46, 1.23, 1.32], [-0.99, 0.10, 2.61], [-2.05, 1.42, -1.50], [-2.92, 0.76, 0.46], [-0.09, 2.73, -2.47], [0.17, 1.02, -3.09], [1.99, 1.81, -0.11], [-1.39, -0.81, 2.64], [1.08, 1.37, 2.21], [1.55, 2.13, -2.50]], "charge": -1, "orbital_gap_ha": 0.2440, "energy_ev": -15652.904}


# 6
{"formula": "C9H11O3", "method": "ωB97M-V with the def2-TZVPD basis set", "elements": ["C", "C", "C", "C", "C", "C", "C", "O", "H", "H", "H", "H", "H", "H", "H", "H", "C", "C", "O", "O", "H", "H", "H"], "positions_angstrom": [[3.46, 1.33, -0.55], [0.03, -1.00, 0.76], [0.94, -0.39, 1.64], [0.44, -1.02, -0.59], [1.98, 0.35, 1.10], [1.50, -0.32, -1.12], [2.22, 0.51, -0.26], [-1.07, -1.60, 1.16], [-1.87, -1.68, 0.37], [0.74, -0.18, 2.69], [-0.09, -1.77, -1.17], [2.69, 0.82, 1.77], [1.60, -0.36, -2.19], [3.47, 1.81, -1.53], [4.30, 0.62, -0.64], [3.80, 2.01, 0.22], [-3.39, 0.69, 0.15], [-3.56, -0.56, -0.75], [-2.58, -1.38, -0.70], [-4.61, -0.70, -1.36], [-2.90, 0.34, 1.04], [-4.37, 1.12, 0.33], [-2.73, 1.37, -0.38]], "charge": -1, "orbital_gap_ha": 0.2825, "energy_ev": -15655.617}


# 7
{"formula": "C9H11O3", "method": "ωB97M-V with the def2-TZVPD basis set", "elements": ["C", "C", "C", "C", "C", "C", "C", "O", "H", "H", "H", "H", "H", "H", "H", "H", "C", "C", "O", "O", "H", "H", "H"], "positions_angstrom": [[0.37, 0.70, 3.81], [-0.43, 1.23, -0.25], [0.14, 0.07, 0.30], [-0.98, 2.24, 0.51], [0.20, -0.16, 1.59], [-0.86, 2.03, 1.91], [-0.22, 0.94, 2.46], [-0.38, 1.46, -1.59], [0.09, 0.58, -2.04], [0.52, -0.65, -0.29], [-1.35, 3.16, -0.04], [0.67, -1.00, 2.01], [-1.13, 2.79, 2.62], [-0.29, -0.01, 4.30], [0.42, 1.61, 4.44], [1.46, 0.36, 3.87], [0.20, -2.57, -3.90], [0.35, -1.71, -2.61], [0.52, -0.50, -2.91], [0.10, -2.34, -1.54], [1.21, -2.67, -4.26], [-0.30, -2.04, -4.65], [-0.32, -3.52, -3.74]], "charge": 0, "spin_multiplicity": 2, "orbital_gap_ha": [0.3035, 0.1718], "s_squared": 0.78, "energy_ev": -15651.022}


# 8
{"formula": "C9H11O6Ru", "method": "ωB97M-V with the def2-TZVPD basis set", "elements": ["O", "C", "Ru", "O", "C", "C", "O", "C", "O", "C", "O", "H", "C", "C", "O", "C", "C", "H", "H", "H", "H", "H", "H", "H", "H", "H", "H"], "positions_angstrom": [[-1.32, -3.20, -1.40], [-0.60, -2.30, -1.48], [0.74, -0.82, -1.64], [2.74, -2.14, 0.29], [2.01, -1.69, -0.46], [1.78, 0.85, -1.57], [2.42, 1.83, -1.54], [-0.70, 0.32, -2.67], [-0.74, 1.41, -3.17], [1.54, -1.43, -3.25], [2.01, -1.73, -4.26], [-1.64, -0.34, -2.70], [-1.76, 1.90, 1.35], [-0.52, 1.50, 0.60], [-0.41, 0.04, 0.37], [-0.49, -0.73, 1.61], [0.58, -0.31, 2.61], [-2.68, 1.61, 0.83], [-1.76, 3.00, 1.43], [-1.76, 1.50, 2.38], [-0.49, 1.94, -0.41], [0.38, 1.81, 1.14], [-1.50, -0.60, 2.02], [-0.35, -1.77, 1.31], [0.36, 0.68, 3.04], [0.62, -1.04, 3.44], [1.57, -0.30, 2.12]], "charge": 2, "spin_multiplicity": 6, "orbital_gap_ha": [0.2108, 0.2298], "s_squared": 8.78, "energy_ev": -24351.481}


# 9
{"formula": "C9H11P", "method": "ωB97M-V with the def2-TZVPD basis set", "elements": ["C", "C", "C", "C", "C", "C", "C", "C", "C", "P", "H", "H", "H", "H", "H", "H", "H", "H", "H", "H", "H"], "positions_angstrom": [[1.87, -1.26, 1.69], [2.21, 0.05, 1.28], [0.71, -1.79, 1.17], [1.48, 0.79, 0.37], [-0.31, -1.10, 0.40], [0.32, 0.19, -0.17], [-0.28, 1.73, -2.41], [-1.33, 0.71, -2.24], [-0.25, 0.71, -1.27], [-1.80, -0.73, 1.48], [2.52, -1.88, 2.41], [2.86, 0.66, 1.91], [0.38, -2.65, 1.54], [1.93, 1.76, 0.11], [-0.66, -1.58, -0.49], [0.40, 1.58, -3.20], [-0.58, 2.85, -2.16], [-2.33, 0.79, -1.90], [-1.34, -0.02, -3.11], [-1.54, -1.71, 2.62], [-2.59, -1.79, 0.87]], "charge": 0, "orbital_gap_ha": 0.2788, "smiles": "P[C@@H]1C=CC=CC1=C1CC1", "energy_ev": -18795.601}


# 10
{"formula": "C9H12", "method": "ωB97M-V with the def2-TZVPD basis set", "elements": ["C", "C", "C", "C", "C", "C", "C", "C", "C", "H", "H", "H", "H", "H", "H", "H", "H", "H", "H", "H", "H"], "positions_angstrom": [[-1.85, -1.06, -1.45], [-0.47, -1.21, -0.97], [-0.57, -2.41, -0.02], [0.11, -0.03, -0.03], [-0.36, 1.02, 0.80], [0.93, 1.88, 1.17], [0.82, 3.25, 1.36], [2.19, 1.08, 0.78], [1.58, -0.01, 0.05], [-2.02, -2.10, -1.85], [-2.61, -0.60, -0.69], [-1.90, -0.44, -2.47], [0.31, -1.52, -1.77], [0.37, -2.51, 0.84], [-0.70, -3.23, -0.86], [-1.37, -2.25, 0.71], [-1.42, 1.41, 1.41], [-0.20, 3.91, 1.33], [1.71, 3.98, 1.34], [3.20, 1.45, 0.88], [2.27, -0.63, -0.53]], "charge": 0, "orbital_gap_ha": 0.3014, "smiles": "C=C1C=CC(C(C)C)=C1", "energy_ev": -9522.232}